Entry 1:
This record from OMol25 describes a molecular structure, C11H19BrN4Pd. The level of theory is ωB97M-V/def2-TZVPD.

Geometry as XYZ:
```
36
C11H19BrN4Pd (ωB97M-V/def2-TZVPD)
Pd 0.001 0.079 0.468
C 1.107 0.607 -2.319
C 2.197 0.543 -1.272
N 1.981 -0.610 -0.345
C 2.110 -1.980 -0.964
C 0.963 -2.896 -0.597
N -0.335 -2.329 -0.951
C -0.663 -1.907 -2.318
C -1.189 -0.478 -2.377
N -0.265 0.493 -1.700
H 1.211 -0.181 -3.061
H 1.180 1.553 -2.858
H 2.235 1.452 -0.664
H 3.177 0.464 -1.754
H 2.612 -0.534 0.453
H 3.038 -2.434 -0.613
H 2.215 -1.859 -2.040
H 0.955 -3.148 0.464
H 1.039 -3.857 -1.141
H -1.127 -2.728 -0.439
H -1.455 -2.580 -2.671
H 0.215 -2.057 -2.940
H -2.170 -0.391 -1.911
H -1.305 -0.198 -3.427
H -0.724 1.404 -1.711
Br -1.221 -0.831 2.575
C -1.439 0.963 3.053
C -2.070 1.305 4.297
C -2.174 2.643 4.595
C -1.654 3.551 3.653
C -1.040 3.070 2.409
N -0.936 1.775 2.118
H -2.439 0.537 4.969
H -2.633 2.982 5.516
H -1.703 4.623 3.824
H -0.656 3.785 1.689
```

HOMO energy (spin up / spin down) ... -23.977 / -24.438 eV
F_max ... 0.031 hartree/bohr
E_tot ... -91147.445 eV
Lowest unoccupied orbital energy (spin up / spin down) ... -13.97 / -17.81 eV
2S+1 ... 5
Net charge ... +4

=====

Entry 2:
This record from OMol25 describes a molecular structure, C11H19CaNOSi. The level of theory is ωB97M-V/def2-TZVPD.

Geometry as XYZ:
```
34
C11H19CaNOSi (ωB97M-V/def2-TZVPD)
C 0.902 -1.275 -2.919
C -0.495 -1.203 -3.172
C -1.178 -1.901 -2.131
C -0.198 -2.393 -1.226
C 1.088 -2.000 -1.707
Ca 0.000 0.000 -1.117
C -1.573 1.652 -2.029
C -0.427 2.045 -2.599
C 0.526 2.570 -3.341
N 1.341 1.014 -0.805
H -2.259 -2.023 -2.038
H -0.960 -0.700 -4.023
H -0.390 -2.951 -0.309
H 2.045 -2.210 -1.227
H 1.690 -0.825 -3.524
H -2.244 0.945 -2.534
H 2.210 1.562 -0.781
H -1.918 2.092 -1.087
H 0.273 3.368 -4.054
H 1.565 2.238 -3.275
C 1.525 -0.880 3.271
Si 0.000 0.000 2.653
C -1.524 -0.881 3.272
C 0.000 1.761 3.272
O 0.000 0.000 0.883
H 1.526 -0.882 4.381
H 2.429 -0.357 2.900
H 1.523 -1.926 2.899
H -1.525 -0.883 4.381
H -2.429 -0.357 2.901
H -1.523 -1.926 2.900
H 0.906 2.282 2.901
H -0.906 2.282 2.901
H 0.001 1.762 4.382
```

HOMO energy (spin up / spin down) ... 2.075 / 2.106 eV
F_max ... 0.226 hartree/bohr
E_tot ... -41562.157 eV
Lowest unoccupied orbital energy (spin up / spin down) ... 5.66 / 5.66 eV
2S+1 ... 1
Net charge ... -2

=====

Entry 3:
This record from OMol25 describes a single C11H19IO3 molecule. The level of theory is ωB97M-V/def2-TZVPD.

Geometry as XYZ:
```
34
C11H19IO3 (ωB97M-V/def2-TZVPD)
C -1.821 0.224 0.591
C -0.524 0.327 0.505
C -1.039 -3.113 0.614
C -0.390 -1.990 1.495
C -2.411 -2.704 0.161
C 0.637 1.688 2.217
C 1.215 1.051 -1.772
C 2.389 2.659 -0.256
C -1.970 -2.251 -2.105
C 0.290 1.556 0.737
C 1.525 1.463 -0.294
O 0.190 -0.933 0.762
O -3.483 -2.968 1.068
O -2.816 -2.697 -1.085
I -3.381 1.434 0.204
H -0.483 -3.365 -0.265
H -1.091 -4.135 1.111
H -1.111 -1.356 2.189
H 0.340 -2.494 2.134
H 1.314 2.481 2.404
H -0.259 1.709 2.730
H 1.200 0.784 2.516
H 1.951 1.417 -2.478
H 1.344 -0.044 -1.871
H 0.293 1.174 -2.289
H 3.151 2.577 -1.102
H 1.940 3.732 -0.462
H 2.855 2.873 0.791
H -1.421 -3.169 -2.520
H -1.292 -1.392 -1.802
H -2.451 -1.881 -2.968
H -0.196 2.488 0.462
H 2.181 0.487 0.042
H -4.319 -2.757 0.635
```

Relative energy (zero: lowest compared OMol25 entry of this formula, charge and spin) ... 4.161 eV
HOMO energy (spin up / spin down) ... -7.539 / -6.491 eV
F_max ... 0.078 hartree/bohr
E_tot ... -25951.506 eV
Lowest unoccupied orbital energy (spin up / spin down) ... 0.52 / -0.49 eV
2S+1 ... 1
Net charge ... 0